Model A:
Below is C3H4O4 as an isolated structure, with properties calculated with wB97M-V/def2-TZVPD.

Structure (ORCA input):
```
! wB97M-V def2-TZVPD RIJCOSX def2/J DEFGRID3
* xyz 0 1
C -0.875 0.649 0.144
C 0.832 -0.582 -0.021
C 0.762 0.143 1.225
O 1.645 0.052 -0.918
O -1.404 0.119 -1.004
O 0.429 -1.745 -0.131
O 0.720 0.407 2.353
H 1.518 -0.379 -1.777
H -1.491 -0.842 -0.881
H -1.498 0.480 1.029
H -0.639 1.699 -0.019
*
```

Kohn-Sham gap   8.89 eV
Lowest unoccupied orbital energy   0.0195 eV
Molar mass   104.06 g mol⁻¹



Model B:
Below is one molecule with the formula C3H4O4, with properties calculated with wB97M-V/def2-TZVPD.

Structure (ORCA input):
```
! wB97M-V def2-TZVPD RIJCOSX def2/J DEFGRID3
* xyz 0 1
C 0.290 1.413 0.544
C -0.044 -0.009 0.296
C 0.499 -0.941 -0.762
O 1.237 1.909 1.035
O -0.732 2.052 -0.006
O -1.651 1.056 -0.424
O -0.699 -0.581 1.289
H -0.298 -1.528 -1.058
H 1.313 -1.556 -0.384
H 1.005 -0.340 -1.548
H -0.921 -1.475 1.016
*
```

Kohn-Sham gap   8.89 eV
Lowest unoccupied orbital energy   -0.3014 eV
Molar mass   104.06 g mol⁻¹



Stability order, top to bottom: model A, model B



Model A:
Below is one molecule with the formula C21H29NO, with properties calculated with wB97M-V/def2-TZVPD.

Structure (ORCA input):
```
! wB97M-V def2-TZVPD RIJCOSX def2/J DEFGRID3
* xyz 0 1
C -5.561 -1.363 -1.773
H -5.556 -1.519 -2.849
H -5.692 -2.323 -1.280
H -6.406 -0.725 -1.529
C -4.238 -0.739 -1.340
N -4.047 -0.781 0.100
C -5.002 0.003 0.862
H -6.002 -0.357 0.613
C -4.949 1.523 0.663
H -5.201 1.791 -0.360
H -5.663 2.003 1.328
H -3.956 1.907 0.887
H -4.829 -0.224 1.918
C -2.665 -0.532 0.477
C -1.814 -1.799 0.356
H -1.728 -2.095 -0.689
H -2.299 -2.606 0.905
C -0.402 -1.583 0.905
C 0.408 -2.881 0.857
H 0.513 -3.214 -0.172
H 1.402 -2.731 1.273
H -0.099 -3.652 1.431
H -0.469 -1.250 1.958
O 0.177 -0.549 0.135
C 1.346 0.053 0.666
C 2.608 -0.642 0.212
C 3.707 -0.744 1.054
C 4.862 -1.371 0.622
C 4.928 -1.904 -0.654
C 3.835 -1.804 -1.499
C 2.682 -1.172 -1.070
H 1.823 -1.085 -1.717
H 3.883 -2.217 -2.496
H 5.829 -2.397 -0.989
H 5.713 -1.446 1.284
H 3.657 -0.329 2.052
C 1.310 1.517 0.254
C 2.327 2.123 -0.468
C 2.231 3.458 -0.823
C 1.118 4.199 -0.467
C 0.098 3.599 0.253
C 0.197 2.269 0.613
H -0.597 1.798 1.174
H -0.774 4.171 0.536
H 1.045 5.239 -0.748
H 3.030 3.920 -1.384
H 3.199 1.555 -0.755
H 1.300 0.018 1.770
H -2.651 -0.215 1.523
H -2.204 0.263 -0.128
H -3.426 -1.318 -1.783
H -4.163 0.287 -1.741
*
```

Kohn-Sham gap   9.00 eV
Lowest unoccupied orbital energy   0.8579 eV
Molar mass   311.47 g mol⁻¹
SMILES   CCN(CC)CC[C@@H](C)OC(c1ccccc1)c1ccccc1



Model B:
Below is one molecule with the formula C21H29NO, with properties calculated with wB97M-V/def2-TZVPD.

Structure (ORCA input):
```
! wB97M-V def2-TZVPD RIJCOSX def2/J DEFGRID3
* xyz 0 1
C 0.115 3.252 1.079
C 0.424 1.977 0.305
C 1.924 1.771 0.127
C 2.261 0.514 -0.684
N 1.891 -0.736 -0.032
C 3.012 -1.421 0.586
C 3.456 -0.763 1.895
C 2.315 -0.624 2.903
C 1.855 -1.959 3.475
H 2.689 -2.490 3.932
H 1.093 -1.801 4.235
H 1.431 -2.590 2.698
H 1.475 -0.135 2.409
H 2.648 0.016 3.724
H 4.256 -1.370 2.326
H 3.872 0.222 1.681
H 3.881 -1.476 -0.095
H 2.707 -2.446 0.806
C 1.100 -1.604 -0.895
C -0.302 -1.072 -1.026
C -1.113 -1.012 0.082
C -2.420 -0.488 0.034
C -3.237 -0.421 1.183
C -4.501 0.093 1.115
C -5.011 0.567 -0.105
C -4.249 0.520 -1.239
C -2.941 -0.005 -1.199
C -2.100 -0.091 -2.321
C -0.829 -0.604 -2.239
C -0.211 -0.570 -3.605
H 0.015 -1.581 -3.975
H 0.713 0.023 -3.642
O -1.175 0.038 -4.453
C -2.371 0.314 -3.736
H -3.200 -0.259 -4.176
H -2.603 1.383 -3.829
H -4.637 0.883 -2.179
H -6.013 0.970 -0.139
H -5.119 0.141 2.000
H -2.842 -0.786 2.120
H -0.734 -1.372 1.028
H 1.044 -2.590 -0.424
H 1.557 -1.733 -1.890
H 1.730 0.588 -1.637
H 3.339 0.519 -0.907
H 2.396 1.724 1.107
H 2.344 2.629 -0.404
H 0.007 1.120 0.835
H -0.058 2.020 -0.675
H 0.568 3.218 2.068
H 0.505 4.123 0.556
H -0.959 3.374 1.197
*
```

Kohn-Sham gap   8.54 eV
Lowest unoccupied orbital energy   0.5205 eV
Molar mass   311.47 g mol⁻¹
SMILES   CCCCN(CCCC)Cc1cc2ccccc2c2c1COC2



Stability order, top to bottom: model B, model A



Model A:
Below is a 11-piece molecular cluster, C19H33F4N7O26 overall, with properties calculated with wB97M-V/def2-TZVPD.

Structure (ORCA input):
```
! wB97M-V def2-TZVPD RIJCOSX def2/J DEFGRID3
* xyz 0 1
C 3.804 1.553 -2.493
C 4.993 1.285 -1.573
O 4.747 -0.044 -1.153
C 3.650 -0.556 -1.785
O 3.188 -1.603 -1.506
O 3.192 0.306 -2.699
F 5.048 2.051 -0.439
H 4.199 2.076 -3.369
H 3.086 2.298 -2.143
H 5.962 1.353 -2.072
C 0.358 -0.882 -3.941
C -1.143 -0.724 -3.773
O -1.567 -1.953 -4.366
C -0.539 -2.849 -4.308
O -0.615 -3.974 -4.661
O 0.557 -2.276 -3.739
F -1.467 0.373 -4.544
H 0.919 -0.309 -3.198
H 0.731 -0.586 -4.921
H -1.641 -0.682 -2.804
C -0.109 1.331 1.240
C -0.180 1.285 -0.300
O -0.314 -0.073 -0.568
C 0.041 -0.800 0.526
O 0.152 -1.976 0.564
O 0.314 0.011 1.543
F 1.096 1.629 -0.717
H -1.036 1.509 1.782
H 0.585 2.152 1.417
H -0.964 1.925 -0.692
C -2.163 -3.476 -0.950
C -3.524 -4.194 -0.872
O -3.167 -5.488 -0.397
C -1.885 -5.717 -0.687
O -1.332 -6.763 -0.639
O -1.289 -4.571 -1.118
F -4.044 -4.370 -2.108
H -1.824 -2.995 -0.031
H -2.177 -2.706 -1.720
H -4.315 -3.788 -0.252
C -2.482 5.127 2.600
N -1.901 5.173 1.235
O -2.094 6.186 0.599
O -1.255 4.243 0.791
H -1.753 5.123 3.402
H -3.013 4.173 2.629
H -3.235 5.905 2.608
C 1.710 -4.496 -1.454
N 3.113 -4.923 -1.773
O 3.608 -4.659 -2.848
O 3.672 -5.549 -0.886
H 1.597 -3.424 -1.592
H 1.604 -4.772 -0.411
H 1.015 -5.078 -2.049
C -4.013 3.827 -1.336
N -3.888 2.673 -2.244
O -3.073 1.808 -1.968
O -4.618 2.646 -3.211
H -3.316 4.650 -1.464
H -3.782 3.373 -0.368
H -5.051 4.141 -1.302
C 2.952 4.611 -0.109
N 1.749 5.357 0.200
O 1.375 6.220 -0.563
O 1.196 5.113 1.260
H 3.809 4.973 0.469
H 3.340 4.915 -1.081
H 2.783 3.565 0.117
C -5.218 0.339 2.383
N -4.210 1.464 2.468
O -3.575 1.629 1.439
O -4.286 2.217 3.397
H -5.636 0.252 1.388
H -5.939 0.504 3.176
H -4.683 -0.594 2.563
C 0.594 -0.873 4.733
N 1.563 -0.942 5.881
O 2.692 -1.267 5.600
O 1.188 -0.555 6.960
H 0.973 -1.649 4.075
H 0.721 0.100 4.266
H -0.417 -1.000 5.098
C 3.432 -1.961 2.557
N 3.596 -3.408 2.906
O 4.737 -3.758 3.111
O 2.657 -4.168 2.836
H 3.863 -1.435 3.402
H 2.430 -1.700 2.245
H 4.141 -1.878 1.733
*
```

Kohn-Sham gap   8.67 eV
Lowest unoccupied orbital energy   -1.3192 eV
Molar mass   851.49 g mol⁻¹
SMILES   O=C1OC[C@@H](F)O1.O=C1OC[C@@H](F)O1.O=C1OC[C@@H](F)O1.O=C1OC[C@@H](F)O1.C[N+](=O)[O-].C[N+](=O)[O-].C[N+](=O)[O-].C[N+](=O)[O-].C[N+](=O)[O-].C[N+](=O)[O-].C[N+](=O)[O-]



Model B:
Below is C19H33F4N7O26 as an isolated structure, with properties calculated with wB97M-V/def2-TZVPD.

Structure (ORCA input):
```
! wB97M-V def2-TZVPD RIJCOSX def2/J DEFGRID3
* xyz 0 1
C -17.160 -3.276 8.230
C -15.845 -2.521 8.044
O -16.208 -1.214 7.760
C -17.512 -1.160 7.456
O -18.094 -0.155 7.054
O -18.043 -2.413 7.494
F -15.161 -2.963 7.013
H -17.555 -3.517 9.217
H -17.164 -4.217 7.680
H -15.223 -2.589 8.937
C -15.499 3.100 10.916
C -15.255 3.503 9.447
O -14.238 2.671 9.099
C -13.591 2.269 10.154
O -12.422 1.870 10.086
O -14.335 2.532 11.253
F -14.810 4.759 9.330
H -16.295 2.363 11.016
H -15.795 3.924 11.565
H -16.144 3.314 8.846
C -11.623 3.661 8.425
C -11.952 2.402 7.723
O -10.926 2.318 6.779
C -9.939 3.137 7.052
O -8.819 2.991 6.565
O -10.358 4.013 7.967
F -13.172 2.503 7.146
H -11.710 3.389 9.477
H -12.393 4.331 8.043
H -11.824 1.473 8.279
C -11.642 -0.602 11.572
C -12.502 0.515 12.076
O -12.622 0.223 13.385
C -12.651 -1.115 13.542
O -12.991 -1.748 14.520
O -12.187 -1.671 12.350
F -13.725 0.412 11.437
H -10.621 -0.346 11.854
H -11.688 -0.732 10.490
H -12.034 1.480 11.882
C -14.347 0.182 7.825
N -13.537 -0.296 8.999
O -14.044 -1.003 9.810
O -12.357 -0.102 8.926
H -14.984 1.000 8.160
H -15.023 -0.591 7.458
H -13.748 0.572 7.002
C -18.591 1.076 8.691
N -17.231 1.616 8.813
O -17.105 2.706 9.335
O -16.295 1.006 8.277
H -19.346 1.741 9.110
H -18.637 0.198 9.335
H -18.882 0.737 7.697
C -10.462 -1.373 8.169
N -10.303 0.081 8.126
O -10.215 0.543 6.987
O -10.265 0.730 9.157
H -10.681 -1.715 9.181
H -9.529 -1.722 7.728
H -11.303 -1.372 7.475
C -12.480 -3.286 9.683
N -12.962 -3.524 8.281
O -13.411 -4.676 8.109
O -12.893 -2.613 7.440
H -12.349 -2.205 9.632
H -11.565 -3.856 9.843
H -13.274 -3.542 10.385
C -16.128 1.425 5.756
N -16.746 2.676 5.242
O -16.347 3.081 4.170
O -17.582 3.210 5.996
H -15.894 0.731 4.949
H -16.878 0.894 6.343
H -15.273 1.668 6.387
C -15.882 -0.009 10.803
N -16.028 -0.025 12.303
O -15.180 0.395 13.003
O -17.003 -0.530 12.787
H -15.831 1.015 10.434
H -16.768 -0.486 10.383
H -15.028 -0.632 10.536
C -16.140 -1.642 5.055
N -14.687 -1.280 5.298
O -14.489 -0.145 5.659
O -13.836 -2.092 4.966
H -16.729 -0.800 5.417
H -16.416 -2.445 5.738
H -16.282 -1.902 4.006
*
```

Kohn-Sham gap   7.33 eV
Lowest unoccupied orbital energy   -2.0979 eV
Molar mass   851.49 g mol⁻¹



Stability order, top to bottom: model A, model B